[1]
{
  "formula": "C23H22N8ORuSe2",
  "method": "the ωB97M-V functional and the def2-TZVPD basis",
  "homo_lumo_gap_ev": [4.5944, 5.8506],
  "total_charge": 1,
  "multiplicity": 6,
  "total_energy_ha": -6300.43959,
  "de_lowest_ev": 0.000,
  "s_squared": 8.7960,
  "e_lumo_ev": [-3.60, -4.26],
  "species": ["C", "C", "C", "C", "C", "H", "H", "H", "H", "H", "H", "N", "N", "H", "H", "N", "C", "C", "N", "C", "N", "C", "C", "Se", "C", "C", "H", "H", "H", "C", "C", "C", "H", "N", "C", "C", "H", "H", "C", "Ru", "C", "C", "H", "N", "C", "Se", "H", "N", "C", "H", "H", "O", "H", "H", "C", "H", "H"],
  "positions_angstrom": [[0.574, -0.058, 2.458], [-1.868, 0.392, -2.879], [1.065, -0.057, 3.750], [-1.369, -4.444, -4.462], [-4.626, 2.712, -3.373], [3.454, 2.582, -3.923], [-6.176, 4.145, -3.104], [-4.808, 2.591, -4.435], [1.698, 2.399, -4.077], [-1.311, -0.300, -3.502], [-4.345, -3.242, -3.387], [-1.006, 0.627, 0.878], [-2.817, 1.101, -3.468], [3.324, -2.536, 3.338], [0.849, 1.497, -2.315], [-0.132, -2.427, -1.660], [-4.179, 2.987, -0.631], [2.007, -1.754, 1.839], [2.650, 0.860, -3.017], [2.544, -1.820, 3.116], [1.047, -0.893, 1.518], [1.639, 0.748, -2.164], [2.063, -0.958, 4.084], [-1.896, -2.412, 0.893], [-0.519, -3.851, -3.511], [-5.176, 3.710, -1.247], [-0.932, -5.097, -5.208], [4.721, 0.611, -2.915], [0.656, 0.634, 4.477], [-0.499, 0.835, 2.022], [-2.457, -2.776, -2.477], [-5.394, 3.573, -2.621], [-3.997, 3.069, 0.432], [-1.583, 0.468, -1.613], [-3.379, 2.121, -1.379], [-3.271, -3.387, -3.428], [-0.872, 1.651, 2.631], [2.459, -0.989, 5.091], [3.821, -0.005, -2.937], [-0.445, -0.989, -0.257], [-2.729, -4.206, -4.417], [-1.074, -2.984, -2.514], [-2.890, -2.172, -1.693], [0.822, -4.068, -3.478], [-3.619, 1.987, -2.746], [1.520, -3.090, -2.173], [2.784, 1.384, -5.040], [-2.007, 1.485, 0.458], [2.646, 1.865, -4.072], [3.765, -0.601, -2.034], [-2.998, 0.958, -4.449], [1.566, -0.090, -1.265], [3.863, -0.667, -3.800], [-3.385, -4.676, -5.138], [-2.297, 1.342, -0.790], [2.358, -2.404, 1.048], [-5.793, 4.382, -0.666]],
  "atomic_forces_ev_per_a": [[0.1, 0.0, 0.0], [0.2, -0.3, 0.1], [-0.1, 0.1, 0.2], [0.1, 0.0, 0.0], [0.0, 0.0, -0.1], [0.0, 0.0, 0.0], [0.0, 0.0, 0.0], [0.0, 0.0, 0.0], [0.0, 0.0, 0.0], [0.0, 0.0, 0.1], [0.1, 0.0, 0.0], [-0.4, 0.3, -0.3], [-0.2, 0.2, -0.2], [0.0, 0.0, 0.0], [0.0, -0.1, 0.0], [-0.4, 0.3, -0.1], [0.0, 0.0, 0.1], [-0.1, 0.1, 0.0], [0.0, 0.1, -0.1], [0.1, 0.0, 0.0], [0.0, -0.1, 0.1], [0.1, 0.1, -0.2], [0.0, 0.0, 0.1], [0.2, 0.5, -0.3], [-0.1, 0.1, 0.2], [0.0, 0.0, 0.0], [0.0, 0.0, 0.0], [0.0, 0.0, 0.0], [0.1, 0.0, 0.0], [0.2, 0.2, 0.5], [0.1, 0.0, -0.1], [-0.1, 0.1, 0.0], [0.0, 0.0, 0.0], [-0.1, 0.2, 0.3], [0.0, 0.0, -0.1], [0.0, 0.1, 0.1], [0.1, 0.0, 0.1], [0.0, 0.0, 0.0], [0.0, 0.1, 0.0], [0.3, -1.7, -0.7], [0.0, 0.0, 0.0], [0.1, -0.2, 0.1], [0.0, 0.0, 0.0], [-0.1, -0.2, -0.1], [0.0, 0.0, 0.1], [0.1, 0.2, 0.0], [0.0, 0.0, 0.0], [0.1, -0.1, 0.2], [0.1, -0.1, 0.1], [0.0, 0.0, 0.0], [0.0, 0.0, 0.0], [-0.3, -0.1, 0.4], [0.0, 0.0, 0.0], [0.0, 0.0, 0.0], [0.1, 0.0, -0.3], [0.0, 0.0, 0.0], [0.0, 0.0, 0.0]]
}

=====

[2]
{
  "formula": "C6H15NO3",
  "method": "the ωB97M-V functional and the def2-TZVPD basis",
  "homo_lumo_gap_ev": 10.4204,
  "total_charge": 0,
  "multiplicity": 1,
  "total_energy_ha": -518.07275,
  "de_lowest_ev": 1.291,
  "e_lumo_ev": 0.54,
  "species": ["H", "H", "H", "O", "H", "C", "H", "C", "H", "H", "C", "H", "O", "C", "C", "H", "H", "H", "H", "H", "H", "C", "H", "N", "O"],
  "positions_angstrom": [[0.317, -0.567, 1.864], [0.848, 0.341, -1.038], [-5.268, 1.517, -0.887], [4.550, -1.488, -0.281], [3.390, 1.654, -0.262], [4.721, -0.060, -0.340], [-3.175, -1.854, 0.009], [3.357, 0.584, -0.520], [3.772, -1.626, 0.274], [-3.812, 1.500, 0.181], [-4.763, 1.026, -0.047], [-2.619, -0.351, 0.547], [-5.421, -1.166, -0.754], [1.079, 0.364, 0.051], [0.111, -0.510, 0.800], [1.029, 1.405, 0.393], [-0.881, -0.045, 0.710], [3.039, 0.536, -1.576], [0.113, -1.522, 0.385], [-5.401, 1.136, 0.841], [5.351, 0.225, -1.170], [-4.560, -0.416, -0.270], [5.221, 0.325, 0.593], [-3.389, -0.905, 0.245], [2.392, -0.105, 0.252]],
  "atomic_forces_ev_per_a": [[0.3, 0.0, 0.1], [0.1, 0.1, 0.5], [0.2, -0.2, 0.2], [0.6, 0.8, -0.2], [0.0, -0.1, 0.1], [-0.4, -0.5, 1.4], [0.0, -0.4, 0.1], [-0.4, 0.4, -0.6], [0.0, 0.0, -0.1], [0.0, 0.3, -0.1], [-0.4, 1.0, 0.3], [-0.1, 0.4, 0.0], [1.5, 1.2, 0.5], [0.2, 0.2, -0.5], [-0.4, 0.1, -0.1], [-0.2, 0.0, -0.1], [0.3, -0.3, -0.1], [0.2, -0.1, 0.1], [-0.2, 0.1, 0.1], [0.1, 0.0, -0.3], [0.2, -0.3, -0.3], [-1.1, -1.9, -0.2], [-0.5, -0.4, -0.6], [-0.5, -0.5, -0.5], [0.4, -0.1, 0.3]]
}

=====

[3]
{
  "formula": "C44H75Cl32NO4",
  "method": "the ωB97M-V functional and the def2-TZVPD basis",
  "homo_lumo_gap_ev": 9.2472,
  "total_charge": 0,
  "multiplicity": 1,
  "total_energy_ha": -16803.49059,
  "e_lumo_ev": -0.21,
  "species": ["H", "H", "O", "C", "H", "C", "H", "H", "C", "C", "C", "Cl", "H", "Cl", "Cl", "H", "H", "C", "H", "H", "H", "H", "C", "C", "H", "H", "H", "Cl", "H", "H", "H", "O", "H", "H", "H", "C", "H", "C", "Cl", "Cl", "Cl", "H", "C", "C", "H", "H", "C", "C", "H", "C", "C", "H", "Cl", "Cl", "H", "Cl", "H", "H", "C", "C", "H", "H", "H", "H", "H", "H", "Cl", "Cl", "H", "Cl", "C", "Cl", "Cl", "C", "Cl", "H", "Cl", "H", "C", "H", "H", "Cl", "Cl", "Cl", "H", "C", "H", "H", "H", "H", "C", "C", "H", "C", "H", "C", "H", "H", "C", "H", "H", "Cl", "C", "H", "Cl", "H", "C", "H", "H", "C", "H", "H", "O", "H", "Cl", "Cl", "Cl", "Cl", "C", "C", "H", "C", "H", "H", "C", "H", "Cl", "C", "Cl", "C", "H", "H", "C", "N", "C", "C", "O", "Cl", "H", "H", "Cl", "H", "Cl", "H", "C", "H", "H", "H", "H", "C", "H", "C", "C", "C", "H", "Cl"],
  "positions_angstrom": [[-8.283, -1.287, 9.084], [0.734, 2.026, -0.847], [-10.025, 2.294, 0.456], [-8.821, 1.549, 0.819], [13.817, -2.442, 0.407], [10.753, -1.633, -8.929], [-8.691, 0.658, 0.198], [-12.096, 0.654, 0.788], [-0.496, -1.691, 2.830], [-6.245, 1.766, -1.302], [-3.213, 0.790, 1.465], [6.742, -1.276, 3.377], [5.232, -3.567, 4.311], [0.598, -1.380, 5.316], [2.083, 4.479, -2.318], [2.188, -6.074, -3.157], [6.290, -1.633, -2.217], [-15.386, 1.095, -2.739], [-1.211, -7.506, 1.658], [3.331, -1.187, -1.546], [11.397, -0.591, 0.073], [9.735, -1.999, -9.044], [-11.442, 0.344, -0.027], [-1.298, -1.467, 8.370], [-6.419, 0.138, 8.452], [-7.152, -2.264, 8.145], [-7.966, 3.370, 0.079], [13.342, 0.346, 1.020], [0.363, -7.147, 2.372], [5.708, 4.437, -1.653], [-1.049, -1.328, 7.320], [-5.906, 2.074, 3.192], [4.841, 7.036, -5.885], [8.490, -2.009, -6.380], [-0.935, -5.092, 1.655], [0.516, 1.375, -2.893], [-14.348, 2.962, -2.640], [-0.347, -5.684, 0.955], [3.778, 3.572, 1.629], [2.525, -3.965, -2.163], [0.547, -8.175, 0.258], [10.403, 0.408, -9.459], [4.380, -1.276, -1.273], [5.411, 2.892, 1.858], [-16.350, 1.432, -2.364], [3.712, -2.822, 4.814], [-5.161, 1.615, 2.375], [4.757, 4.887, -1.909], [3.175, -5.547, -5.432], [8.288, -1.993, -5.314], [-10.721, 1.596, -0.513], [4.474, 5.569, -1.113], [-1.497, -3.112, 3.256], [9.316, -1.759, -2.793], [5.498, -1.277, 5.365], [-6.197, -0.381, 6.178], [-1.079, -0.798, 3.036], [6.165, 4.652, 2.855], [-6.400, 1.947, 0.073], [5.232, -1.406, 4.317], [1.446, -0.879, 3.183], [7.403, 3.510, 2.330], [-10.713, -0.368, 0.373], [4.583, -0.584, 4.023], [-3.029, 0.513, -1.505], [-7.827, 0.661, 7.522], [4.898, 0.271, -0.542], [7.296, -3.431, -4.950], [-0.833, -5.645, -0.017], [-2.029, -3.243, 10.319], [5.229, -1.652, -2.457], [13.373, -1.628, -1.760], [5.020, 5.848, -3.393], [-11.319, -0.724, 4.954], [4.961, -0.564, -3.847], [1.350, -2.619, 3.450], [-1.591, 1.737, -1.184], [4.971, -2.655, -2.787], [5.002, 7.559, -6.826], [-1.077, -3.584, 8.203], [3.891, -5.616, -3.113], [0.750, -0.344, -2.487], [1.238, -4.881, 0.808], [-14.291, 2.121, -0.455], [-10.579, -1.507, 5.080], [12.918, -2.110, -0.107], [3.954, 3.192, -2.976], [-4.984, 1.145, -2.955], [4.469, -2.036, -0.498], [-11.437, 1.431, 4.920], [-0.221, -7.099, 1.456], [12.231, -0.995, 0.641], [11.852, -1.370, 1.591], [0.071, 2.174, -1.698], [-8.950, 1.273, 1.875], [-7.639, 2.536, 0.713], [10.218, -1.184, -4.882], [-7.062, 2.031, -1.973], [-5.079, 1.251, -1.878], [3.694, 3.165, -1.231], [12.242, -2.959, -0.199], [-15.183, -0.615, -2.277], [-7.837, -1.421, 8.099], [11.784, 0.184, -8.384], [-12.047, -0.919, 3.338], [-12.115, -0.884, 5.679], [0.816, -1.680, 3.566], [-0.316, -1.741, 1.758], [6.073, 7.634, -6.999], [9.583, -1.999, -4.543], [4.712, 9.455, -5.888], [10.125, -2.932, -4.676], [-10.738, 1.981, -1.645], [7.692, -1.109, -5.091], [-2.524, -0.238, 8.778], [-9.266, 0.914, 4.163], [9.737, 0.235, -7.218], [1.156, -4.369, -5.254], [4.355, 8.919, -6.766], [-14.260, 1.957, -2.229], [-10.417, 0.756, 6.193], [-1.802, -2.869, 8.590], [-4.138, 0.116, 3.203], [1.472, 1.753, -3.251], [3.727, 3.808, -2.109], [0.064, 3.227, -1.943], [4.308, 6.539, -8.113], [2.820, -4.767, -4.759], [6.729, 4.921, 0.582], [6.450, 3.965, 2.062], [-2.750, -3.035, 8.083], [-13.288, 1.557, -2.510], [4.553, -2.738, 4.126], [-3.925, 0.968, 2.694], [-10.723, 0.645, 5.154], [-5.323, 1.573, 0.879], [-2.044, 0.518, 1.466], [11.548, -2.607, -7.664], [-11.963, -0.085, -0.882], [3.273, 8.842, -6.705], [4.757, 9.921, -8.185], [11.291, -1.817, -9.858], [3.897, -2.924, 2.479], [5.367, 2.251, 2.737], [-3.975, 0.899, -1.079], [-0.409, -1.264, 8.963], [5.642, 2.272, 0.995], [-15.410, 1.129, -3.827], [-0.201, 1.433, -3.709], [-4.144, 1.056, 0.301], [-7.430, 2.956, 1.697], [10.778, -0.160, -8.609], [2.886, -5.259, -3.334], [-7.128, -0.158, 7.679], [3.436, -3.882, -4.905], [-9.165, -1.850, 6.984]],
  "atomic_forces_ev_per_a": [[0.0, 0.1, 0.0], [0.0, 0.0, 0.0], [0.0, -1.0, -0.6], [0.0, 1.0, 0.9], [0.0, 0.1, 0.0], [0.0, 0.0, -0.1], [0.0, 0.2, 0.0], [-0.1, -0.3, -0.1], [0.1, 0.2, 0.0], [0.0, -0.1, -0.5], [0.2, -0.4, 0.0], [0.0, 0.0, 0.0], [0.0, 0.0, -0.1], [0.1, 0.0, 0.0], [0.4, 0.3, -0.1], [-0.1, 0.1, 0.0], [0.0, 0.1, 0.0], [-0.1, 0.1, -0.1], [0.0, 0.0, -0.1], [0.0, 0.1, 0.0], [0.1, 0.0, -0.1], [0.0, 0.0, 0.1], [0.6, 0.7, -0.2], [0.1, 0.0, -0.1], [0.0, -0.1, 0.0], [0.0, 0.0, -0.1], [-0.1, -0.2, 0.1], [0.0, 0.0, 0.0], [0.1, 0.0, -0.1], [0.0, -0.1, -0.1], [-0.1, 0.0, 0.0], [-0.1, -0.1, 0.2], [-0.1, 0.0, 0.0], [0.1, -0.1, 0.0], [0.1, -0.1, 0.0], [0.1, 0.1, 0.0], [-0.1, 0.0, 0.0], [-0.2, 0.0, 0.0], [0.0, 0.0, -0.1], [0.0, 0.0, -0.1], [0.0, 0.0, 0.0], [-0.1, 0.0, 0.0], [-0.1, -0.2, 0.0], [0.1, -0.1, 0.0], [0.0, 0.0, 0.1], [0.0, 0.1, 0.0], [-0.1, -0.2, -0.4], [-0.2, 0.0, -0.1], [0.0, 0.0, 0.0], [0.0, 0.1, 0.0], [-0.1, -0.3, 0.3], [0.0, 0.0, -0.1], [-0.1, 0.0, 0.1], [0.0, 0.0, 0.1], [0.0, -0.1, 0.0], [0.0, 0.0, 0.0], [0.0, -0.1, 0.0], [-0.1, 0.0, -0.1], [0.3, 0.1, 1.1], [0.0, 0.0, 0.1], [-0.1, 0.0, 0.0], [0.0, -0.1, -0.1], [-0.1, 0.1, 0.0], [0.0, 0.0, -0.1], [-1.8, -0.4, 0.3], [0.0, 0.0, -0.1], [-0.1, 0.1, 0.0], [-0.1, -0.1, 0.1], [0.1, 0.0, 0.0], [0.0, 0.0, 0.0], [0.2, -0.1, 0.1], [0.0, 0.0, 0.0], [0.0, 0.0, 0.0], [-0.1, 0.0, 0.0], [0.0, 0.1, 0.0], [-0.1, 0.0, 0.1], [2.4, 1.3, -0.5], [-0.1, 0.0, 0.0], [0.1, 0.0, 0.1], [0.0, 0.0, 0.0], [0.0, 0.1, 0.0], [0.0, -0.2, 0.0], [-0.1, 0.0, 0.2], [-0.1, 0.1, 0.0], [0.0, 0.1, -0.2], [-0.1, -0.1, 0.0], [0.0, 0.1, 0.0], [-0.2, 0.0, 0.1], [0.1, 0.0, 0.0], [0.0, 0.0, -0.1], [-0.1, 0.0, 0.1], [-0.1, 0.0, 0.1], [0.1, 0.0, 0.0], [-0.2, 0.0, 0.3], [0.1, -0.3, -0.7], [-0.2, 0.1, -0.9], [0.0, 0.0, 0.0], [0.0, 0.0, 0.2], [0.5, 0.0, 0.7], [0.0, 0.1, 0.0], [-0.1, 0.1, 0.0], [0.0, 0.0, 0.0], [0.1, 0.0, 0.2], [0.0, -0.1, 0.1], [0.0, 0.0, -0.1], [0.0, 0.1, 0.0], [0.0, -0.1, -0.2], [0.0, 0.0, 0.0], [0.0, 0.0, -0.1], [0.1, 0.0, -0.1], [0.1, 0.0, 0.0], [-0.1, 0.0, 0.1], [-0.2, 0.2, -0.1], [0.0, -0.1, 0.1], [0.0, 0.0, 0.0], [0.0, -0.1, 0.3], [0.1, 0.2, -0.1], [0.0, 0.0, 0.0], [0.0, 0.0, 0.1], [0.1, 0.0, -0.1], [0.0, -0.1, 0.0], [0.0, -0.1, -0.1], [0.7, 0.1, 0.4], [0.0, 0.0, 0.1], [0.1, -0.2, 0.0], [-0.2, 0.0, 0.0], [0.0, 0.0, 0.0], [0.1, 0.0, -0.1], [0.2, 0.0, 0.3], [0.1, 0.0, 0.2], [0.0, 0.1, 0.1], [0.0, 0.0, 0.1], [0.0, 0.0, 0.1], [-1.0, 0.4, -0.9], [-0.1, 0.1, 0.1], [0.6, -0.1, -1.0], [-0.1, -0.4, -0.2], [0.0, 0.0, 0.0], [-0.2, 0.0, 0.3], [0.0, 0.0, -0.1], [0.0, 0.0, 0.0], [0.0, 0.0, 0.0], [0.1, 0.0, -0.1], [0.0, 0.0, 0.0], [-1.1, -0.6, 0.3], [-0.1, 0.0, 0.1], [0.0, 0.1, 0.0], [0.1, 0.0, 0.0], [-0.1, -0.1, 0.1], [-0.3, 0.3, 0.8], [0.1, -0.2, -0.1], [0.1, 0.0, -0.1], [0.1, -0.1, 0.0], [0.0, 0.0, 0.0], [-0.1, 0.0, 0.0], [0.2, -0.1, 0.3]]
}

=====

[4]
{
  "formula": "C3H4ClN",
  "method": "the ωB97M-V functional and the def2-TZVPD basis",
  "homo_lumo_gap_ev": 10.6176,
  "total_charge": 0,
  "multiplicity": 1,
  "total_energy_ha": -631.53432,
  "de_lowest_ev": 2.811,
  "e_lumo_ev": 0.91,
  "species": ["H", "C", "C", "C", "H", "H", "Cl", "N", "H"],
  "positions_angstrom": [[1.492, -0.408, -0.197], [-0.627, -0.673, -0.507], [0.554, 0.139, -0.268], [-1.473, -1.522, -0.544], [0.737, 0.742, -1.095], [-2.075, -2.358, -0.602], [1.512, 2.044, 1.106], [0.358, 0.775, 1.002], [-0.478, 1.261, 1.106]],
  "atomic_forces_ev_per_a": [[-0.2, -0.7, 0.1], [0.2, -1.3, 0.1], [-0.5, -1.2, 0.5], [1.0, 1.1, -0.1], [0.0, 1.9, -1.4], [-1.1, -0.9, -0.1], [0.6, 0.6, 0.4], [2.0, 0.0, 0.7], [-2.0, 0.6, -0.2]]
}

=====

[5]
{
  "formula": "C3H14CuNOS",
  "method": "the ωB97M-V functional and the def2-TZVPD basis",
  "homo_lumo_gap_ev": [2.8252, 2.2210],
  "total_charge": -1,
  "multiplicity": 2,
  "total_energy_ha": -2291.09233,
  "de_lowest_ev": 3.485,
  "s_squared": 0.7703,
  "e_lumo_ev": [2.09, 2.03],
  "species": ["H", "H", "H", "H", "H", "H", "C", "H", "H", "H", "N", "H", "Cu", "C", "H", "H", "O", "H", "H", "S", "C"],
  "positions_angstrom": [[-2.340, 2.526, -2.490], [1.299, 3.117, 1.833], [2.089, 2.385, 3.224], [0.469, -2.669, -2.695], [0.441, 1.930, 2.740], [0.453, -1.575, 0.880], [1.396, 2.238, 2.421], [2.830, 2.426, 3.970], [1.270, -1.900, -1.282], [-0.370, -3.176, 0.834], [-1.962, 1.577, -2.335], [1.720, 1.491, 1.675], [-0.692, 1.741, -0.918], [0.456, -2.564, -1.609], [-1.414, 1.165, -3.115], [0.516, -3.557, -1.141], [-0.862, -0.356, -1.278], [-2.496, 0.884, -1.853], [-1.265, -1.753, 1.402], [-1.039, -1.837, -0.976], [-0.500, -2.095, 0.713]],
  "atomic_forces_ev_per_a": [[-0.1, -1.2, -0.1], [-0.2, 1.3, -0.5], [0.7, 0.0, 0.8], [-0.2, 0.2, 0.1], [-1.5, -0.3, 0.7], [-0.4, 0.0, 0.0], [-1.4, -1.1, -3.6], [2.1, 0.2, 2.2], [-0.2, -0.3, -0.1], [0.0, 0.1, 0.1], [0.1, 1.2, -2.0], [0.4, -0.2, 0.4], [1.4, 0.9, 1.5], [0.5, -0.6, -0.1], [-0.8, 0.6, 0.6], [0.3, 0.2, -0.3], [-0.3, -1.9, 0.2], [-0.9, -0.1, -0.1], [0.0, 0.2, 0.0], [0.6, 1.0, -0.1], [0.0, -0.2, 0.3]]
}